(1)
10
Properties=species:S:1:pos:R:3:mulliken_charge:R:1 method="wB97M-V/def2-TZVPD" orbital_gap_ev=10.2 spin_multiplicity=1 e_lumo_ev=0.42
H 2.931 2.301 -0.391 0.242
H -0.125 2.200 -0.227 0.198
H 0.934 2.858 1.152 0.237
H -0.627 -3.921 -0.215 0.169
C 1.887 2.130 -0.610 -0.449
S -1.664 -4.447 0.456 -0.167
S -3.049 -3.005 0.093 -0.170
C 0.860 2.425 0.161 -0.420
H -2.837 -2.194 1.145 0.168
H 1.690 1.654 -1.564 0.194



(2)
48
Properties=species:S:1:pos:R:3:mulliken_charge:R:1 method="wB97M-V/def2-TZVPD" orbital_gap_ev=8.9 spin_multiplicity=1 e_lumo_ev=0.31
H 2.852 0.282 -4.497 0.124
O -3.384 -0.618 6.384 -0.629
H -0.431 -1.847 3.839 0.278
O 2.903 1.605 -1.669 -0.687
H -4.369 4.307 1.303 0.244
N -4.603 3.324 1.145 -0.790
H 3.060 -1.941 -2.148 0.553
H -0.299 -2.830 -4.885 0.355
C -0.949 0.986 1.277 -0.932
C -3.070 1.755 2.327 1.130
H -1.024 -2.374 5.902 0.284
H -1.040 1.765 0.527 0.364
C 0.261 -2.062 -5.415 -1.366
O 2.491 -1.558 -4.780 -0.708
O -3.801 1.888 3.304 -0.754
H -0.412 -1.272 -5.743 0.350
C -1.677 -0.146 3.309 0.288
C 1.305 -1.483 -4.490 0.891
C 2.606 0.837 -2.581 0.151
O 1.436 -2.340 -0.947 -0.544
H 1.911 -3.133 -0.681 0.322
C 2.367 -1.419 -1.486 -0.972
C -0.584 -1.019 3.163 -0.277
H -5.280 3.017 1.853 0.306
H -0.274 -0.749 5.956 0.416
C -1.146 -1.343 6.243 -1.221
C -1.896 0.847 2.315 0.743
H -0.144 -0.940 -3.236 0.283
H 4.918 1.995 -3.772 0.293
H 0.915 0.307 0.440 0.661
H 4.056 2.099 -5.326 0.350
H 2.933 -0.968 -0.669 0.411
N -3.429 2.486 1.200 0.011
C 0.334 -0.869 2.126 -1.040
N 0.851 -0.901 -3.380 -0.159
H 0.904 0.113 -1.601 0.111
H 1.182 -1.542 2.039 0.372
H -3.417 0.320 4.292 0.232
C 0.165 0.154 1.205 -0.757
C 1.639 -0.320 -2.272 0.620
H 3.507 3.058 -3.929 0.302
C 3.939 2.105 -4.241 -0.955
C -2.414 -0.741 5.656 0.733
N -2.581 -0.267 4.373 -0.224
H 0.756 -2.501 -6.280 0.346
N 3.066 1.010 -3.824 -0.019
H -2.923 2.269 0.343 0.213
H -1.211 -1.347 7.335 0.296



(3)
43
Properties=species:S:1:pos:R:3:mulliken_charge:R:1 method="wB97M-V/def2-TZVPD" orbital_gap_ev=9.6 spin_multiplicity=1 e_lumo_ev=0.12
H -2.140 0.397 1.124 -0.037
H -0.123 -2.184 -0.135 0.339
O 0.398 -1.846 -3.036 -0.734
H -1.251 -0.630 -1.137 0.391
C -2.188 0.908 0.121 -0.621
H 1.994 3.059 0.628 0.176
N 0.140 0.017 0.280 -0.125
H -2.978 2.649 -0.695 0.357
H 0.301 2.207 2.979 0.241
H 2.179 0.323 1.884 0.234
H -0.488 -3.304 -1.155 0.275
C -1.009 0.322 -0.602 -0.228
O -2.618 -3.272 1.541 -0.625
C 2.353 0.964 0.994 -1.057
H -1.380 -1.369 3.454 0.272
O -0.520 -3.047 -0.232 -0.716
H 1.384 1.366 -0.869 0.300
H 2.143 -0.192 -4.090 0.395
H 1.568 0.926 -3.357 0.333
H -0.296 2.690 0.445 0.332
H 0.286 -1.941 -4.007 0.325
O 1.262 0.218 -3.999 -0.685
O 2.997 -2.075 -3.018 -0.691
H -0.046 0.459 1.182 0.156
H -2.073 -3.190 0.746 0.407
H 1.994 -2.129 -3.032 0.552
H 3.169 2.631 1.661 0.260
O -0.281 1.458 3.135 -0.531
H 3.398 0.753 0.721 0.470
H -1.955 -3.310 2.229 0.280
H -3.160 0.581 -0.380 0.414
H -2.340 -0.194 3.609 0.314
N 2.238 2.390 1.365 -0.443
C 1.487 0.541 -0.189 -0.038
O -0.982 3.103 -0.104 -0.572
H -0.775 0.992 -1.500 0.141
H 3.327 -2.531 -2.247 0.291
H 1.963 -0.277 -0.737 0.098
H -2.716 2.865 1.016 0.285
H 0.908 -0.913 -2.865 0.223
C -2.196 2.450 0.119 -0.438
H 0.251 0.907 3.702 0.306
O -1.608 -0.643 4.029 -0.630



(4)
22
Properties=species:S:1:pos:R:3:mulliken_charge:R:1 method="wB97M-V/def2-TZVPD" orbital_gap_ev="2.7 / 10.1" spin_multiplicity=2 total_charge=-1 e_lumo_ev="3.68 / 3.62"
C 1.772 0.283 1.503 -0.139
H 2.570 0.082 2.264 0.329
H 0.730 1.807 2.528 0.446
H -0.385 -0.515 -0.030 -0.040
H 2.787 -0.886 -0.007 0.135
H 1.038 0.218 -2.398 0.449
C 0.688 0.487 -1.396 -1.846
H -4.246 1.612 -1.742 0.646
C 0.495 0.750 2.116 -1.373
H 1.452 1.228 -1.097 0.362
O -4.718 1.506 -0.871 -1.857
C 1.779 -0.814 0.557 -0.862
H -0.535 -2.240 -1.112 0.498
H 0.085 -0.079 2.907 0.201
H -0.288 0.916 1.421 0.379
H 0.604 -2.016 -2.118 0.350
H 2.180 1.210 0.984 0.260
C 0.637 -0.780 -0.467 0.642
H -4.613 2.409 -0.491 0.654
H 1.687 -1.773 1.143 0.301
N 0.406 -2.077 -1.109 -0.757
H -0.400 0.969 -1.400 0.221



(5)
44
Properties=species:S:1:pos:R:3:mulliken_charge:R:1 method="wB97M-V/def2-TZVPD" orbital_gap_ev=7.7 spin_multiplicity=1 total_charge=-1 e_lumo_ev=2.22
Br -7.953 3.806 0.705 -0.241
H 5.634 -3.925 0.628 0.301
H -0.247 -0.363 0.243 0.212
H 7.027 -2.264 0.257 0.297
H 2.649 2.179 1.638 0.303
H 4.210 -2.817 -1.179 0.282
H 1.602 -0.704 1.385 0.217
C -0.990 -0.047 0.978 -0.720
C 1.820 0.207 1.952 -0.239
C 2.394 1.289 1.052 -0.942
H -5.354 5.171 -1.131 -0.250
C 4.320 -2.387 -0.179 -0.067
C -8.175 0.439 -1.474 -1.006
O 0.664 0.625 2.675 -0.443
H -0.209 1.946 1.333 0.292
H -1.243 1.321 2.602 0.304
H 3.346 -1.960 0.082 0.090
C 6.596 -1.633 -0.528 -0.348
H -7.862 0.651 -2.600 0.289
H 6.360 -1.612 -2.676 0.290
C -7.028 2.775 -0.774 -0.298
C 4.671 -3.457 0.842 -1.122
H 7.161 -0.693 -0.510 0.321
C -0.455 1.040 1.896 -0.328
H -7.688 2.946 -1.743 0.286
H 4.735 -3.022 1.847 0.298
Br -5.321 0.213 -0.815 -0.154
C 6.754 -2.273 -1.896 -1.019
C -7.050 1.163 -0.473 -0.130
Cl -3.613 3.117 0.455 -0.362
H -8.095 -0.735 -1.278 0.293
H -7.468 1.032 0.637 0.335
H -1.868 0.313 0.431 0.196
Al -5.170 3.568 -1.137 0.346
O 5.246 -1.304 -0.207 -0.351
H 7.810 -2.469 -2.105 0.378
H 3.910 -4.245 0.847 0.388
H -1.275 -0.933 1.558 0.271
H 1.685 1.599 0.281 0.274
H 2.575 -0.068 2.698 0.300
I -4.361 2.941 -3.582 -0.407
H -9.256 0.862 -1.320 0.292
H 6.216 -3.221 -1.970 0.265
H 3.298 0.928 0.552 0.311



(6)
10
Properties=species:S:1:pos:R:3:mulliken_charge:R:1 method="wB97M-V/def2-TZVPD" orbital_gap_ev=8.0 spin_multiplicity=1 e_lumo_ev=-1.24
H 1.963 1.047 0.255 0.513
C 1.125 0.500 0.134 -0.198
N -0.948 -0.233 1.181 -0.233
S -0.573 -1.838 -2.023 -0.249
N -1.473 0.468 -0.954 -0.146
C 0.363 -0.036 1.317 -0.015
N 0.770 0.267 -1.071 -0.377
H 0.766 -0.356 2.312 0.381
N -1.567 0.498 0.236 -0.024
C -0.426 -0.317 -1.387 0.349



(7)
16
Properties=species:S:1:pos:R:3:mulliken_charge:R:1 method="wB97M-V/def2-TZVPD" orbital_gap_ev=10.2 spin_multiplicity=1 e_lumo_ev=0.68
H 2.196 -0.270 1.039 0.358
H 1.374 -0.904 -1.253 0.324
H -0.947 -3.185 0.563 0.261
H 2.289 1.119 -0.061 0.288
H -2.708 2.971 0.276 0.269
H 0.174 0.394 -1.185 0.227
C 0.734 -0.325 -0.575 -0.320
C -0.218 -2.572 0.040 -0.763
C -1.864 2.355 -0.092 -0.046
H -1.020 -0.755 0.694 0.198
H -0.901 2.482 0.442 0.143
O -1.989 1.592 -1.016 -0.377
H 0.984 1.012 1.132 0.257
H 0.537 -3.098 -0.543 0.246
C 1.602 0.428 0.438 -1.099
C -0.244 -1.244 0.101 0.034



(8)
83
Properties=species:S:1:pos:R:3:mulliken_charge:R:1 method="wB97M-V/def2-TZVPD" orbital_gap_ev=1.6 spin_multiplicity=1 total_charge=+3 e_lumo_ev=-15.92
O -0.479 -2.077 3.276 -0.553
O -1.994 2.459 -0.595 -0.759
O 0.760 0.226 -3.060 -0.352
C 1.128 -1.237 -0.250 -0.974
S -0.746 2.403 0.371 1.216
H 5.770 -2.997 -1.821 0.376
H -1.334 -0.739 6.297 0.416
C -0.310 -0.543 -0.014 1.536
H 3.888 -4.368 -2.068 0.352
C -0.692 0.668 5.011 -0.545
H 3.006 -0.481 1.565 0.351
F -0.210 -5.349 -0.904 -0.245
F -2.342 -3.978 0.727 -0.308
H 1.405 -1.665 0.831 0.696
H 4.546 1.054 0.617 0.382
C 1.070 0.854 2.057 0.340
N -0.180 -0.122 -2.379 -0.089
O -2.800 -1.588 3.766 -0.647
O -3.544 -2.517 -2.273 -0.498
H -2.645 0.973 4.136 0.494
O -0.336 0.347 -1.223 0.573
H 1.372 -2.226 -2.412 0.348
F -0.879 -2.702 -3.476 -0.184
C -1.488 3.979 -3.415 0.503
C 3.319 -2.211 -1.291 -0.445
O -1.541 0.247 6.178 -0.422
C -1.160 -4.213 -1.296 0.380
O -1.371 3.434 1.403 -0.566
H 3.115 1.415 -0.512 0.051
O -2.318 -1.736 1.248 -0.514
Al -6.443 -1.108 -1.108 0.809
C -1.532 1.157 3.712 -0.911
C -0.278 0.731 1.117 -0.052
H -1.526 2.355 3.745 0.546
F -2.454 5.247 -1.477 -0.220
H 2.179 2.936 2.551 0.504
F -2.421 -5.078 -1.398 -0.254
O -3.132 0.165 -2.069 -0.447
C 1.638 -2.317 -1.257 -0.611
F -0.229 5.767 -0.038 -0.228
H 3.158 -3.248 -3.433 0.347
N -2.867 0.892 1.776 -0.096
F -1.000 2.608 -3.385 -0.184
F -1.022 4.585 -4.719 -0.226
H -2.890 -0.028 -3.022 0.339
H 0.911 -0.001 2.905 0.198
C 3.833 -3.261 -2.477 -0.461
C 3.436 1.508 0.609 -0.812
C 0.003 4.820 -1.197 0.388
C 1.257 2.304 2.884 -1.438
H -3.017 0.679 0.796 -0.195
H -3.611 0.384 2.300 0.546
N 5.291 -2.865 -2.762 -0.292
C -1.458 0.500 2.291 -0.799
H 1.837 -0.333 -0.585 -0.449
F 1.287 2.756 -1.610 -0.289
F 1.254 5.393 -1.838 -0.247
H 1.572 1.933 3.982 0.287
H -3.945 -2.148 -3.117 0.406
F 1.591 4.016 0.343 -0.286
C -1.523 -1.624 -0.023 0.742
S -1.676 -1.365 2.666 1.677
H 1.495 -3.473 -1.010 0.265
F -2.991 3.908 -3.558 -0.233
O -4.443 -1.174 -0.303 -0.721
H 0.097 -0.164 4.889 0.421
H 3.626 2.635 0.957 0.282
H -0.102 1.620 5.429 0.302
H 3.679 -1.120 -1.518 0.383
F -0.144 -3.690 0.910 -0.306
H 5.310 -1.854 -3.050 0.361
F 0.588 -4.546 -3.146 -0.234
C -1.229 -3.258 -0.067 0.695
P -3.061 -1.288 -1.159 0.855
H 0.383 2.984 3.032 0.323
C 0.505 3.416 -0.537 0.730
F -0.934 6.332 -2.907 -0.246
H 3.208 0.882 2.721 0.480
F -1.634 -4.876 -3.719 -0.245
C -0.784 -3.990 -2.815 0.632
C 2.620 0.645 1.696 -0.861
H 3.743 -2.655 -0.276 0.377
C -1.161 4.993 -2.224 0.530